# 1
{"formula": "C18H28BNO3S2", "method": "ωB97M-V/def2-TZVPD", "species": ["C", "C", "N", "C", "C", "C", "S", "S", "C", "C", "C", "B", "C", "O", "C", "C", "O", "C", "O", "C", "C", "C", "C", "C", "C", "H", "H", "H", "H", "H", "H", "H", "H", "H", "H", "H", "H", "H", "H", "H", "H", "H", "H", "H", "H", "H", "H", "H", "H", "H", "H", "H", "H"], "positions_angstrom": [[6.4203, -1.2689, 1.2823], [5.3022, -1.2243, 0.1938], [4.5989, 0.0781, 0.3078], [4.7409, 0.9329, -0.8886], [4.7490, 2.4016, -0.4484], [3.2715, -0.0556, 0.7427], [2.9898, -0.3503, 2.3255], [1.8388, 0.0429, -0.3616], [1.2647, -1.6805, -0.6136], [0.1344, -2.0678, 0.3859], [-1.1463, -2.5648, -0.3992], [-2.1583, -1.3519, -0.3810], [-1.7535, 0.0730, -0.9452], [-0.9235, -0.0029, -2.1450], [-1.2628, 1.0787, -2.9498], [-2.4437, 0.8482, -3.9008], [-0.6837, 2.1364, -2.8904], [-3.6041, -1.5598, 0.2585], [-4.5154, -0.4732, 0.0199], [-4.5900, 0.4308, 1.0370], [-5.7899, 1.1191, 1.1819], [-5.9497, 2.0730, 2.1500], [-4.9160, 2.4128, 3.0187], [-3.7389, 1.7153, 2.8819], [-3.5668, 0.7507, 1.9091], [6.0665, -0.6439, 2.1083], [7.2865, -0.7302, 0.8709], [6.6646, -2.2861, 1.5981], [4.6184, -2.0620, 0.3809], [5.7310, -1.3673, -0.8048], [5.7418, 0.7255, -1.2960], [4.0289, 0.7109, -1.6945], [3.7760, 2.7408, -0.0700], [5.0082, 3.0487, -1.2994], [5.5293, 2.5692, 0.3036], [0.8718, -1.7129, -1.6328], [2.1104, -2.3628, -0.4857], [0.4583, -2.9213, 0.9958], [-0.1005, -1.2597, 1.0883], [-1.5768, -3.3727, 0.2128], [-0.9043, -2.9095, -1.4102], [-1.1503, 0.5744, -0.1603], [-2.6076, 0.7400, -1.1333], [-2.0335, 0.7986, -4.9142], [-3.1587, 1.6722, -3.8314], [-2.9477, -0.0789, -3.6057], [-3.5527, -1.8432, 1.3231], [-4.0305, -2.4350, -0.2650], [-6.6273, 0.9216, 0.5161], [-6.9027, 2.5877, 2.2575], [-5.0484, 3.1928, 3.7619], [-2.9238, 1.9442, 3.5673], [-2.5948, 0.2654, 1.8472]], "homo_ev": -8.07, "orbital_gap_ev": 7.80, "max_force_ev_per_a": 2.39, "smiles": "CCN(CC)C(=S)SCCCB(COC(C)=O)COc1ccccc1", "energy_ha": -1804.29859}

# 2
{"formula": "C18H28ClFN2O", "method": "ωB97M-V/def2-TZVPD", "species": ["C", "C", "C", "C", "C", "N", "C", "C", "N", "C", "C", "C", "F", "C", "C", "C", "C", "Cl", "C", "C", "C", "C", "O", "H", "H", "H", "H", "H", "H", "H", "H", "H", "H", "H", "H", "H", "H", "H", "H", "H", "H", "H", "H", "H", "H", "H", "H", "H", "H", "H", "H"], "positions_angstrom": [[2.4334, -4.1837, 1.7419], [2.5457, -2.7890, 1.1299], [3.9695, -2.5540, 0.6325], [1.5200, -2.6220, 0.0041], [1.3049, -1.1575, -0.3937], [0.9026, -0.3661, 0.7559], [1.3726, 1.0033, 0.7627], [0.5580, 1.9255, -0.1498], [-0.8229, 1.8796, 0.2864], [-1.6785, 2.9080, -0.2784], [-1.8565, 2.8272, -1.7790], [-0.9369, 3.4296, -2.6347], [0.0480, 4.1849, -2.1033], [-0.9896, 3.3186, -4.0111], [-2.0100, 2.5783, -4.5803], [-2.9646, 1.9856, -3.7746], [-2.8840, 2.1146, -2.3959], [-4.1419, 1.3945, -1.4504], [-1.3424, 0.5328, 0.1721], [-0.5204, -0.4251, 1.0582], [-0.7501, -0.1326, 2.5512], [-1.8146, -1.0325, 3.1851], [-3.1116, -0.8451, 2.6707], [2.6224, -4.9457, 0.9878], [3.1580, -4.3091, 2.5431], [1.4395, -4.3465, 2.1528], [2.3130, -2.0446, 1.8974], [4.6795, -2.6810, 1.4466], [4.0854, -1.5477, 0.2394], [4.2202, -3.2640, -0.1538], [1.8404, -3.1820, -0.8772], [0.5686, -3.0438, 0.3341], [0.5734, -1.1177, -1.2172], [2.2431, -0.7515, -0.7757], [1.2927, 1.3778, 1.7862], [2.4247, 1.0206, 0.4720], [0.6737, 1.6030, -1.2013], [0.9271, 2.9483, -0.0589], [-1.2321, 3.8731, -0.0235], [-2.6520, 2.8327, 0.2116], [-0.2424, 3.8118, -4.6117], [-2.0695, 2.4739, -5.6520], [-3.7776, 1.4252, -4.2082], [-1.3188, 0.1710, -0.8739], [-2.3799, 0.5380, 0.5085], [-0.8468, -1.4500, 0.8468], [-1.0376, 0.9116, 2.6743], [0.1845, -0.3052, 3.0852], [-1.8964, -0.8048, 4.2507], [-1.5128, -2.0857, 3.0802], [-3.1112, -1.0824, 1.7372]], "homo_ev": -8.01, "orbital_gap_ev": 8.72, "e_above_lowest_kcal_mol": 2.6, "max_force_ev_per_a": 0.60, "smiles": "CC(C)CCN1CCN(Cc2c(F)cccc2Cl)C[C@@H]1CCO", "energy_ha": -1447.48001}

# 3
{"formula": "C18H28N3O8P2Yb", "method": "ωB97M-V/def2-TZVPD", "species": ["C", "C", "N", "C", "C", "C", "C", "P", "Yb", "P", "C", "O", "O", "H", "H", "H", "C", "C", "H", "H", "H", "H", "C", "C", "H", "H", "H", "H", "H", "H", "H", "H", "H", "H", "H", "H", "H", "H", "H", "H", "H", "H", "O", "C", "O", "C", "C", "C", "C", "C", "C", "N", "O", "O", "N", "O", "O", "H", "H", "H"], "positions_angstrom": [[-0.7769, 0.7412, -4.0416], [-0.9197, 0.3252, -2.6903], [-0.0392, 0.8131, -1.7322], [0.7203, 1.8753, -2.0502], [0.8318, 2.3624, -3.3493], [0.0975, 1.7599, -4.3726], [-1.9714, -0.5689, -2.3351], [-2.7802, -0.6545, -0.7528], [-0.0898, -0.7161, 0.3190], [2.5867, 1.5420, 0.0267], [1.4903, 2.5871, -0.9263], [-0.3374, -4.0725, -3.9689], [-1.4158, -3.4672, 1.2671], [-1.4086, 0.2528, -4.7844], [1.5108, 3.1916, -3.5353], [0.2035, 2.0962, -5.3996], [-4.3401, 0.3111, -0.9595], [-3.4271, -2.3740, -0.8546], [2.1212, 3.3783, -1.3603], [0.7873, 3.0723, -0.2289], [-0.4420, -5.0112, -4.0478], [-2.3366, -1.2250, -3.1368], [2.6283, 2.0047, 1.7341], [4.1844, 1.4711, -0.7285], [1.7257, 0.0195, -0.4635], [-1.5873, -3.4738, 2.2236], [-1.1450, -4.3479, 1.0464], [0.5753, -3.9117, -4.2614], [-0.2632, 1.2146, 0.8572], [2.1221, -0.1779, 0.1934], [-5.1371, -0.3090, -1.3952], [-4.6484, 0.6514, 0.0422], [-4.1431, 1.1881, -1.5929], [-4.4336, -2.3711, -1.2913], [-2.7447, -2.9776, -1.4660], [-3.4534, -2.7926, 0.1605], [4.7428, 2.3831, -0.4743], [4.7410, 0.5964, -0.3579], [4.0870, 1.3936, -1.8227], [3.6350, 2.3721, 1.9788], [1.9000, 2.8057, 1.9301], [2.3851, 1.1348, 2.3638], [-1.0893, -0.5262, 2.3521], [0.0416, -0.7571, 2.8985], [1.1152, -0.9073, 2.1997], [0.1203, -0.8764, 4.3960], [1.0442, -1.7599, 4.9604], [1.0505, -1.9597, 6.3583], [0.2104, -1.2134, 7.1956], [-0.6744, -0.2916, 6.6179], [-0.7525, -0.1493, 5.2157], [-1.4868, 0.5548, 7.4522], [-1.4037, 0.4372, 8.6933], [-2.2408, 1.3817, 6.8941], [1.8800, -2.9893, 6.9226], [2.5888, -3.6748, 6.1546], [1.8495, -3.1637, 8.1597], [1.7330, -2.3036, 4.3198], [0.2509, -1.3447, 8.2727], [-1.4758, 0.5367, 4.7817]], "homo_ev": [-5.90, -5.90], "spin_multiplicity": 2, "orbital_gap_ev": [4.31, 4.31], "e_above_lowest_kcal_mol": 62.4, "max_force_ev_per_a": 3.88, "s_squared": 0.7510, "energy_ha": -3309.90093}

# 4
{"formula": "C18H28NO3", "method": "ωB97M-V/def2-TZVPD", "species": ["C", "C", "C", "C", "C", "O", "C", "C", "C", "C", "C", "O", "C", "N", "C", "C", "C", "O", "C", "C", "C", "C", "H", "H", "H", "H", "H", "H", "H", "H", "H", "H", "H", "H", "H", "H", "H", "H", "H", "H", "H", "H", "H", "H", "H", "H", "H", "H", "H", "H"], "positions_angstrom": [[-5.7220, -1.4407, 0.9786], [-6.3618, -0.0924, 0.6597], [-7.8737, -0.2524, 0.5153], [-5.7892, 0.5234, -0.6230], [-4.3151, 0.9081, -0.5283], [-3.5259, -0.2576, -0.7354], [-2.2051, -0.2149, -0.6320], [-1.5302, -1.4351, -0.8232], [-0.1688, -1.4982, -0.7270], [0.5970, -0.3512, -0.4356], [2.0308, -0.5247, -0.3441], [2.5953, -1.5892, -0.5136], [2.8472, 0.7474, -0.0051], [4.3222, 0.5758, 0.1195], [4.8830, 1.9014, 0.4496], [4.6379, -0.4125, 1.1920], [6.1307, -0.7567, 1.2371], [6.5765, -1.2372, -0.0025], [6.3769, -0.2985, -1.0248], [4.8943, 0.0652, -1.1608], [-0.0787, 0.8636, -0.2540], [-1.4486, 0.9336, -0.3495], [-4.6546, -1.3420, 1.1565], [-5.8695, -2.1323, 0.1526], [-6.1764, -1.8684, 1.8690], [-6.1649, 0.5962, 1.4901], [-8.1069, -0.9272, -0.3048], [-8.2998, -0.6627, 1.4270], [-8.3483, 0.7060, 0.3182], [-5.9069, -0.1790, -1.4493], [-6.3544, 1.4256, -0.8621], [-4.0966, 1.3380, 0.4572], [-4.0694, 1.6473, -1.3016], [-2.1187, -2.3109, -1.0431], [0.3501, -2.4334, -0.8700], [2.4733, 1.1404, 0.9431], [2.6584, 1.4826, -0.7909], [4.4613, 2.2607, 1.3870], [4.6451, 2.6126, -0.3399], [5.9629, 1.8532, 0.5546], [4.3083, -0.0168, 2.1533], [4.0881, -1.3279, 0.9606], [6.2821, -1.5686, 1.9507], [6.7348, 0.1036, 1.5615], [6.7063, -0.7791, -1.9478], [6.9991, 0.5939, -0.8607], [4.7557, 0.8153, -1.9402], [4.3459, -0.8436, -1.4201], [0.4580, 1.7744, -0.0366], [-1.9357, 1.8848, -0.2072]], "homo_ev": -11.53, "orbital_gap_ev": 8.57, "e_above_lowest_kcal_mol": 29.9, "max_force_ev_per_a": 1.20, "smiles": "CC(C)CCOc1ccc(C(=O)C[N+]2(C)CCOCC2)cc1", "energy_ha": -982.90642, "total_charge": 1}